Computed, not measured: a 18-piece molecular cluster, C45H121N5O18 overall, with the ωB97M-V functional and the def2-TZVPD basis.

- ΔE to the lowest compared entry with this formula, charge and spin: 3.8668 eV
- E_HOMO: -8.4 eV
- Total charge: 0

XYZ file:
```
189
C45H121N5O18, DFT the ωB97M-V functional and the def2-TZVPD basis
O -5.32 1.00 -4.67
H -6.14 1.38 -5.01
H -5.25 1.31 -3.74
O -4.26 1.28 0.39
H -4.26 0.49 0.97
H -3.65 1.90 0.80
O -2.06 0.79 -7.65
H -1.45 0.05 -7.57
H -2.94 0.38 -7.59
O -4.68 5.15 -3.07
H -3.79 5.28 -2.74
H -4.92 5.99 -3.48
O -3.71 -1.29 -5.14
H -2.84 -1.14 -4.72
H -4.20 -0.47 -4.94
O 1.45 -1.12 -4.98
H 1.29 -0.28 -4.50
H 2.30 -1.41 -4.66
O -1.74 4.96 1.20
H -2.10 5.18 0.33
H -0.90 5.43 1.24
O 1.06 5.29 -5.50
H 0.23 5.18 -5.97
H 1.55 4.47 -5.69
O 4.91 2.57 -4.39
H 4.03 2.95 -4.23
H 4.77 1.62 -4.43
O -5.16 2.11 -2.08
H -4.91 1.93 -1.14
H -5.06 3.06 -2.20
O -1.16 -1.34 -3.89
H -0.63 -0.73 -3.36
H -0.52 -1.98 -4.25
O 2.81 4.19 -3.47
H 3.64 4.68 -3.60
H 2.11 4.86 -3.54
O 0.97 1.94 -7.01
H 0.19 2.48 -7.14
H 0.62 1.08 -6.73
C -0.92 2.43 3.26
C -0.43 1.40 4.28
C 0.93 1.82 4.91
C 0.79 2.82 6.04
C -0.24 2.37 7.08
C -1.60 1.94 6.52
N -1.38 1.06 5.35
O -2.62 0.63 4.83
C -2.27 1.08 7.58
C -2.39 3.22 6.20
C -0.06 0.09 3.57
H -1.84 1.99 2.87
H -0.20 2.45 2.45
H -1.11 3.45 3.59
H 1.42 0.99 5.42
H 1.64 2.23 4.19
H 0.60 3.83 5.65
H 1.73 2.95 6.60
H -0.39 3.21 7.76
H 0.14 1.49 7.61
H -2.41 1.71 8.47
H -3.27 0.71 7.33
H -1.61 0.25 7.82
H -2.86 3.64 7.09
H -1.73 3.96 5.74
H -3.19 3.01 5.47
H 0.44 -0.60 4.25
H 0.51 0.26 2.66
H -0.91 -0.52 3.25
H -2.50 -0.33 4.72
C -2.30 -3.31 1.80
C -2.87 -2.02 1.17
C -3.51 -2.29 -0.18
C -4.98 -2.76 -0.21
C -5.86 -1.88 0.67
C -5.28 -1.73 2.09
N -3.85 -1.36 2.05
O -3.33 -1.03 3.31
C -6.05 -0.61 2.83
C -5.52 -3.03 2.84
C -1.72 -1.06 0.90
H -1.65 -3.75 1.03
H -3.13 -3.96 2.04
H -1.67 -3.11 2.66
H -3.45 -1.44 -0.88
H -3.04 -3.09 -0.75
H -4.99 -3.80 0.15
H -5.23 -2.96 -1.25
H -6.88 -2.26 0.68
H -5.95 -0.88 0.22
H -6.32 -0.87 3.85
H -5.48 0.32 2.81
H -6.98 -0.37 2.32
H -5.08 -3.11 3.83
H -6.57 -3.33 2.92
H -5.13 -3.92 2.32
H -1.08 -1.44 0.11
H -1.12 -0.82 1.78
H -2.06 -0.07 0.57
H -3.35 -0.06 3.34
C 2.68 -3.61 0.63
C 1.60 -4.54 0.12
C 0.23 -3.86 0.29
C -0.81 -4.23 -0.77
C -0.22 -4.29 -2.14
C 0.93 -5.30 -2.27
N 1.93 -4.79 -1.32
O 3.18 -5.45 -1.46
C 0.43 -6.72 -2.01
C 1.50 -5.23 -3.69
C 1.64 -5.85 0.92
H 3.71 -3.96 0.51
H 2.69 -2.70 0.02
H 2.51 -3.23 1.64
H -0.26 -4.22 1.21
H 0.34 -2.79 0.48
H -1.32 -5.15 -0.45
H -1.65 -3.52 -0.75
H 0.14 -3.30 -2.41
H -1.03 -4.62 -2.80
H 1.27 -7.36 -1.76
H -0.18 -7.17 -2.80
H -0.22 -6.76 -1.13
H 2.16 -6.08 -3.85
H 2.02 -4.29 -3.86
H 0.74 -5.28 -4.48
H 0.75 -6.46 0.76
H 2.54 -6.43 0.72
H 1.68 -5.66 2.00
H 3.75 -4.71 -1.67
C 1.31 2.05 -0.85
C 0.44 0.94 -1.45
C -0.82 0.74 -0.60
C -1.81 1.88 -0.74
C -2.24 1.95 -2.21
C -1.08 2.21 -3.16
N 0.00 1.23 -2.84
O 1.15 1.54 -3.64
C -1.59 1.88 -4.56
C -0.60 3.66 -3.13
C 1.19 -0.41 -1.42
H 1.60 1.87 0.18
H 0.86 3.04 -0.90
H 2.27 2.13 -1.38
H -1.27 -0.24 -0.78
H -0.56 0.64 0.46
H -1.34 2.80 -0.39
H -2.68 1.83 -0.08
H -2.92 2.81 -2.29
H -2.87 1.11 -2.48
H -2.23 2.66 -4.95
H -0.85 1.68 -5.34
H -2.10 0.91 -4.63
H -0.40 4.09 -2.15
H 0.27 3.77 -3.77
H -1.41 4.24 -3.56
H 1.30 -0.72 -0.38
H 2.19 -0.30 -1.84
H 0.65 -1.15 -2.00
H 1.57 2.33 -3.25
C 3.87 1.15 2.75
C 4.97 0.47 1.90
C 4.33 0.24 0.53
C 5.25 -0.01 -0.65
C 6.34 1.04 -0.62
C 7.06 1.36 0.70
N 6.08 1.41 1.79
O 6.71 1.67 3.03
C 8.15 0.30 1.00
C 7.78 2.69 0.52
C 5.27 -0.88 2.58
H 3.41 2.01 2.25
H 4.25 1.62 3.65
H 3.09 0.43 3.02
H 3.75 -0.68 0.59
H 3.64 1.07 0.33
H 4.75 0.02 -1.62
H 5.62 -1.04 -0.60
H 5.91 1.97 -1.01
H 7.15 0.84 -1.34
H 7.85 -0.74 1.08
H 8.89 0.25 0.19
H 8.73 0.47 1.91
H 7.12 3.39 0.00
H 8.18 3.10 1.44
H 8.62 2.59 -0.18
H 4.46 -1.61 2.54
H 5.44 -0.67 3.64
H 6.22 -1.31 2.26
H 6.26 2.47 3.34
```